# 1
Computed, not measured: the molecule C16H26O at a distorted geometry, with ωB97M-V with the def2-TZVPD basis set.

As for the SMILES: C/C1=C/C/C=C(/CCO)[C@@H]2CC(C)(C)[C@H]2CC1. The calculation puts the maximum force at 5.7 eV/Å. The HOMO energy comes out at -8.339 eV. As for the relative energy (zero: lowest compared OMol25 entry of this formula, charge and spin): 3.219 eV.

Structure (ORCA input):
```
! RIJCOSX wB97M-V def2-TZVPD def2/J DEFGRID3
* xyz 0 1
C -0.87477 -3.53635 -2.07434
C 0.14118 -2.77302 -1.23377
C 1.17627 -2.11783 -1.87425
C 2.33550 -1.38523 -1.27323
C 2.05558 0.14930 -1.23281
C 1.01029 1.03226 -0.89556
C 1.25781 2.45554 -1.07772
C 1.64454 3.30975 0.23393
O 1.94132 4.61868 -0.16994
C -0.36198 0.36026 -0.50648
C -1.45720 1.34721 -0.03223
C -1.38924 0.68596 1.33989
C -2.76591 0.11392 1.80652
C -0.81889 1.64607 2.38030
C -0.31831 -0.36929 0.82153
C -0.63187 -1.80666 1.09090
C 0.10375 -2.91907 0.39340
H -0.71422 -4.60091 -1.91540
H -0.73029 -3.28476 -3.11735
H -1.96347 -3.15954 -1.78840
H 1.02032 -2.04128 -2.97054
H 3.26216 -1.43637 -1.87544
H 2.53504 -1.75085 -0.29021
H 2.94449 0.73267 -1.64615
H 2.09733 2.60732 -1.78685
H 0.27870 2.87780 -1.49685
H 2.57626 2.92585 0.66772
H 0.81478 3.38320 1.04610
H 1.16875 5.18960 -0.21043
H -0.67393 -0.15678 -1.38022
H -1.25114 2.37660 0.00796
H -2.43725 1.13985 -0.43462
H -2.52671 -0.51080 2.64118
H -3.29901 -0.34702 0.97959
H -3.38520 0.98804 2.19097
H 0.23498 1.85838 2.30170
H -1.38857 2.54822 2.17512
H -0.90856 1.16672 3.40906
H 0.70099 -0.30458 1.16741
H -0.36994 -2.05656 2.11993
H -1.70735 -2.06432 1.03395
H -0.40570 -3.88094 0.63062
H 1.07950 -3.01102 0.84500
*
```

For each atom in turn, the Mulliken charge in e is: number 1, C, carries -1.48; number 2, C, carries 0.86; number 3, C, carries -0.57; number 4, C, carries -0.77; number 5, C, carries -1.11; number 6, C, carries 0.73; number 7, C, carries -1.26; number 8, C, carries -0.25; number 9, O, carries -0.55; number 10, C, carries 0.49; number 11, C, carries -1.77; number 12, C, carries 1.95; number 13, C, carries -2.09; number 14, C, carries -1.82; number 15, C, carries -0.42; number 16, C, carries -0.88; number 17, C, carries -1.09; number 18, H, carries 0.37; number 19, H, carries 0.40; number 20, H, carries 0.24; number 21, H, carries 0.19; number 22, H, carries 0.47; number 23, H, carries 0.25; number 24, H, carries 0.17; number 25, H, carries 0.48; number 26, H, carries 0.29; number 27, H, carries 0.26; number 28, H, carries 0.11; number 29, H, carries 0.34; number 30, H, carries 1.09; number 31, H, carries 0.46; number 32, H, carries 0.35; number 33, H, carries 0.44; number 34, H, carries 0.42; number 35, H, carries 0.45; number 36, H, carries 0.35; number 37, H, carries 0.47; number 38, H, carries 0.32; number 39, H, carries 0.53; number 40, H, carries 0.26; number 41, H, carries 0.43; number 42, H, carries 0.42; number 43, H, carries 0.48

***

# 2
Computed, not measured: a structure of composition C16H26O3PdSiTe4 at a distorted geometry, with ωB97M-V with the def2-TZVPD basis set.

The calculation puts the maximum force at 1.3 eV/Å. The HOMO energy (alpha / beta) comes out at -6.650 / -7.640 eV. Its expectation value of S² is 6.0389. As for the relative energy (zero: lowest compared OMol25 entry of this formula, charge and spin): 0.286 eV.

Structure (ORCA input):
```
! RIJCOSX wB97M-V def2-TZVPD def2/J DEFGRID3
* xyz 0 5
Pd 0.32372 -0.80097 -2.19448
Te -1.92941 -1.17820 -3.36418
Te 0.03254 0.78882 -4.45814
Te 2.11242 -0.96812 -4.31411
Te 1.56132 -3.05232 -2.56018
O 1.12486 3.16186 0.77986
C 2.40280 3.18094 0.30911
C 3.29547 4.17448 0.70083
C 4.60188 4.16784 0.24324
C 5.04087 3.15896 -0.60092
C 4.15634 2.16390 -0.97759
C 2.83361 2.16764 -0.54867
C 1.92922 1.08240 -1.04366
O 2.39659 -0.07018 -1.20261
O 0.73100 1.35129 -1.30702
H 1.00789 3.90643 1.37863
H 2.95738 4.95508 1.37452
H 5.27916 4.95173 0.55648
H 6.06207 3.14416 -0.95659
H 4.47483 1.35446 -1.62098
C 0.57366 -0.36054 1.25433
Si -0.76448 -0.93484 0.05176
C -2.33198 0.22278 0.20641
C -2.45118 0.58433 1.69750
C -3.64470 -0.43477 -0.22552
C -2.19341 1.53567 -0.56385
C -1.14456 -2.77611 0.55228
C 0.17279 -3.47457 0.90496
C -1.98656 -2.78826 1.84051
C -1.87157 -3.57554 -0.52112
H 0.28196 -0.67768 2.26009
H 0.67023 0.72501 1.25500
H 1.54441 -0.79741 1.02692
H -2.62068 -0.28862 2.32737
H -3.30833 1.25449 1.82192
H -1.56644 1.10899 2.05741
H -3.88790 -1.32648 0.34892
H -3.64802 -0.70956 -1.28350
H -4.45781 0.28357 -0.07916
H -1.32408 2.10325 -0.25082
H -3.09356 2.13723 -0.39199
H -2.10134 1.37020 -1.63959
H 0.62388 -3.04485 1.79971
H 0.91335 -3.41809 0.10448
H -0.02567 -4.53294 1.10291
H -1.52239 -2.20616 2.63869
H -2.05942 -3.82255 2.19289
H -2.99938 -2.42197 1.69041
H -1.26872 -3.67798 -1.42780
H -2.82009 -3.11541 -0.80270
H -2.08256 -4.58141 -0.14195
*
```

For each atom in turn, the Mulliken charge in e is: number 1, Pd, carries -0.50; number 2, Te, carries -0.04; number 3, Te, carries -0.22; number 4, Te, carries 0.00; number 5, Te, carries -0.06; number 6, O, carries -0.38; number 7, C, carries 0.79; number 8, C, carries -0.89; number 9, C, carries -0.53; number 10, C, carries -0.77; number 11, C, carries -0.28; number 12, C, carries 0.13; number 13, C, carries 1.05; number 14, O, carries -0.73; number 15, O, carries -0.64; number 16, H, carries 0.26; number 17, H, carries 0.30; number 18, H, carries 0.38; number 19, H, carries 0.40; number 20, H, carries 0.42; number 21, C, carries -1.49; number 22, Si, carries 1.56; number 23, C, carries 2.28; number 24, C, carries -1.87; number 25, C, carries -1.47; number 26, C, carries -1.56; number 27, C, carries 2.33; number 28, C, carries -1.71; number 29, C, carries -2.01; number 30, C, carries -1.61; number 31, H, carries 0.52; number 32, H, carries 0.18; number 33, H, carries 0.34; number 34, H, carries 0.31; number 35, H, carries 0.57; number 36, H, carries 0.28; number 37, H, carries 0.26; number 38, H, carries 0.09; number 39, H, carries 0.50; number 40, H, carries 0.22; number 41, H, carries 0.56; number 42, H, carries 0.07; number 43, H, carries 0.31; number 44, H, carries -0.01; number 45, H, carries 0.53; number 46, H, carries 0.34; number 47, H, carries 0.58; number 48, H, carries 0.33; number 49, H, carries 0.08; number 50, H, carries 0.31; number 51, H, carries 0.51